1.
54
Properties=species:S:1:pos:R:3:forces:R:3 method="wB97M-V/def2-TZVPD" relative_energy_kj_mol=188.7 total_charge=+1 fmax_ev_per_a=0.80 mol_weight_g_mol=640.7
Ir -0.416 -0.149 -0.323 -0.4 0.0 0.7
O 0.162 1.792 0.186 0.1 -0.1 0.8
N -0.667 2.776 0.069 -0.1 -0.1 -0.2
N -1.783 2.410 -0.348 0.1 0.0 0.3
O -2.014 1.133 -0.552 0.2 0.1 -0.6
C -2.862 3.341 -0.564 0.0 0.0 0.0
C -4.092 2.829 -0.937 0.0 0.0 0.0
C -5.138 3.718 -1.133 0.0 0.0 0.0
C -4.943 5.079 -0.958 0.0 0.0 0.0
C -3.694 5.566 -0.590 0.0 0.0 0.0
C -2.636 4.698 -0.389 0.0 0.0 0.0
H -4.219 1.766 -1.067 0.0 0.0 0.0
H -6.107 3.340 -1.428 0.0 0.0 0.0
H -5.764 5.766 -1.110 0.0 0.0 0.0
H -3.541 6.628 -0.463 0.0 0.0 0.0
H -1.660 5.063 -0.103 0.0 0.0 0.0
O -2.015 -1.201 -0.552 0.1 0.2 -0.5
C -2.441 -2.440 -0.687 0.0 -0.1 0.3
C -3.808 -2.652 -0.910 0.1 0.0 0.0
C -4.284 -3.935 -1.040 0.0 0.0 0.0
C -3.421 -5.034 -0.961 0.0 0.0 0.0
C -2.081 -4.825 -0.743 0.0 0.0 0.0
C -1.574 -3.525 -0.604 0.0 0.1 0.0
C -0.187 -3.256 -0.305 -0.1 0.0 0.1
N 0.387 -2.094 0.054 0.3 -0.1 -0.1
C 1.710 -2.411 0.365 -0.1 0.0 0.1
C 1.927 -3.726 0.175 0.0 0.0 0.0
N 0.733 -4.238 -0.256 0.0 0.0 0.0
H -4.459 -1.791 -0.971 0.0 0.0 0.0
H -5.342 -4.096 -1.199 0.0 0.0 0.0
H -3.805 -6.038 -1.062 0.0 0.0 0.0
H -1.428 -5.686 -0.658 0.0 0.0 0.0
H 2.408 -1.699 0.754 0.0 0.0 0.0
H 2.803 -4.330 0.323 0.0 0.0 0.0
H 0.555 -5.194 -0.509 0.0 0.0 0.0
O 4.291 1.167 4.801 0.0 0.0 0.0
C 5.058 1.456 3.659 0.0 0.0 0.0
N 4.250 0.961 2.561 0.0 0.1 0.0
C 4.678 1.060 1.290 0.0 0.0 0.0
O 5.754 1.535 0.983 0.0 0.0 0.0
C 3.756 0.544 0.214 0.0 0.1 0.0
C 4.321 0.135 -0.989 0.0 0.0 0.0
C 3.495 -0.262 -2.023 0.0 0.0 0.0
C 2.126 -0.249 -1.827 0.0 0.1 -0.1
N 1.586 0.129 -0.665 -0.1 -0.2 -0.6
C 2.383 0.535 0.338 0.0 0.2 -0.1
H 4.751 1.481 5.585 0.0 0.0 0.0
H 6.025 0.944 3.665 0.0 0.0 0.0
H 5.231 2.528 3.531 0.0 0.0 0.0
H 3.391 0.505 2.820 0.0 0.0 0.0
H 5.398 0.153 -1.091 0.0 0.0 0.0
H 3.892 -0.568 -2.979 0.0 0.0 0.0
H 1.430 -0.527 -2.605 0.0 -0.1 0.0
H 1.881 0.888 1.228 0.0 -0.1 0.0



2.
10
Properties=species:S:1:pos:R:3:forces:R:3 method="wB97M-V/def2-TZVPD" relative_energy_kj_mol=207.4 smiles=NN1C[C@H]1I fmax_ev_per_a=4.67 mol_weight_g_mol=184.0
N -1.033 1.244 -0.175 -1.7 3.9 1.7
N -0.033 0.410 -0.500 1.1 -2.4 -0.9
C -0.097 -1.076 -0.539 -2.7 -0.4 1.5
C 0.792 -0.292 0.366 -1.2 -1.3 4.3
I 2.859 0.052 0.140 0.1 -0.2 0.2
H -1.422 1.231 0.824 1.0 -0.7 -1.5
H -0.640 2.241 -0.272 -0.9 -2.0 0.0
H 0.218 -1.633 -1.383 0.6 0.2 -1.0
H -1.037 -1.682 -0.070 2.3 1.9 -0.6
H 0.395 -0.495 1.609 1.4 1.0 -3.6



3.
30
Properties=species:S:1:pos:R:3:forces:R:3 method="wB97M-V/def2-TZVPD" relative_energy_kj_mol=252.5 smiles="C[C@H](O)N(CCO)[C@]1(N)C=CC(N)=N1" fmax_ev_per_a=6.92 mol_weight_g_mol=200.2
C -1.311 -0.586 -2.587 1.4 0.4 -2.4
C -0.205 -0.520 -1.505 -1.7 3.0 0.2
O -0.374 -1.689 -0.752 1.5 0.1 0.1
N -0.187 0.765 -0.698 -1.5 -0.4 -0.6
C -1.408 1.272 -0.089 -1.0 0.8 0.0
C -1.886 0.700 1.226 0.9 0.7 3.0
O -1.956 -0.676 1.411 0.5 -1.0 -0.6
C 0.913 0.984 0.205 0.7 -1.8 1.4
N 0.892 2.338 0.689 -0.5 0.1 0.4
C 2.100 0.397 -0.496 0.9 1.8 0.2
C 2.565 -0.698 0.063 0.2 -1.9 -0.8
C 1.630 -0.910 1.176 -0.1 1.8 0.5
N 1.555 -1.915 2.017 1.5 -5.6 3.7
N 0.857 0.087 1.368 -1.5 0.2 0.3
H -1.067 -1.583 -3.077 -0.8 1.1 0.5
H -2.315 -0.543 -2.213 -0.5 -0.3 0.5
H -1.307 0.181 -3.466 0.5 -1.1 1.8
H 0.721 -0.389 -2.020 0.8 -1.1 -0.2
H -1.286 -1.877 -0.906 -1.1 -0.8 0.3
H -2.266 1.071 -0.735 0.3 0.4 -0.5
H -1.319 2.402 0.121 -0.2 -1.7 -0.8
H -2.899 0.895 1.375 -1.9 1.4 -0.2
H -1.402 1.190 2.162 -0.2 -0.7 -1.5
H -1.089 -0.993 1.153 0.6 -0.5 0.2
H 0.414 2.379 1.626 1.4 0.0 -1.4
H 1.748 2.847 0.571 0.1 0.1 0.4
H 2.408 0.991 -1.292 1.1 0.3 -1.8
H 3.271 -1.472 -0.328 -0.5 1.1 0.5
H 2.255 -2.775 2.108 -1.9 3.0 -0.8
H 0.950 -1.874 2.891 1.0 0.4 -2.1



4.
11
Properties=species:S:1:pos:R:3:forces:R:3 method="wB97M-V/def2-TZVPD" relative_energy_kj_mol=501.8 smiles="C[C@H]1C=C1N=O" fmax_ev_per_a=0.48 mol_weight_g_mol=83.1
C -1.024 -0.797 0.763 -0.1 -0.1 0.0
C 0.160 0.150 0.715 -0.2 0.0 0.2
C 1.335 -0.105 -0.203 0.0 0.1 -0.1
C 0.488 0.794 -0.589 0.2 -0.3 0.1
N 0.084 1.710 -1.588 0.2 -0.2 -0.4
O 0.349 1.294 -2.695 -0.1 0.3 0.2
H -1.918 -0.261 1.097 0.1 -0.1 0.0
H -1.218 -1.193 -0.239 0.0 0.0 0.1
H -0.867 -1.642 1.442 0.1 0.1 0.0
H 0.344 0.673 1.659 0.0 0.0 -0.2
H 2.267 -0.624 -0.361 -0.1 0.1 0.1



5.
54
Properties=species:S:1:pos:R:3:forces:R:3 method="wB97M-V/def2-TZVPD" e_tot_ev=-130087.44292 total_charge=-1 fmax_ev_per_a=7.69 mol_weight_g_mol=473.2
C 7.292 -0.612 0.103 -0.1 0.2 -0.3
C 7.345 1.023 -0.054 -0.1 -0.4 0.7
C 6.114 1.499 -1.040 0.5 0.5 0.1
C 4.912 2.328 -0.226 -0.1 0.8 -1.3
O 3.625 1.615 -0.218 2.2 -0.2 1.9
Al 3.532 0.310 1.136 -0.5 1.8 -1.2
Br 1.522 0.789 2.460 0.6 -0.2 -0.5
P 3.108 -1.754 0.075 -1.0 -0.9 1.0
P 2.167 -1.197 -1.811 2.3 3.8 -3.8
O 3.076 -0.194 -2.683 -3.4 -4.0 2.6
O 1.810 -2.688 -2.692 1.6 2.2 1.0
O 0.644 -0.360 -1.449 2.7 -1.4 -0.3
H 6.145 -0.936 0.139 2.7 0.6 0.1
H 7.772 -1.062 -0.871 -1.0 0.6 1.9
H 7.865 -1.019 1.062 -1.2 0.9 -2.1
H 7.218 1.492 1.026 0.1 -0.9 -2.3
H 8.416 1.387 -0.430 -2.3 -0.9 0.6
H 6.596 2.183 -1.885 -1.2 -1.3 1.8
H 5.612 0.593 -1.594 0.9 1.7 1.2
H 4.762 3.327 -0.860 0.1 -2.0 1.4
H 5.264 2.676 0.853 -0.6 -0.9 -2.0
H 4.828 0.176 2.033 0.0 0.0 0.1
H 4.403 -2.363 -0.096 -0.6 0.5 -0.9
H 2.723 -2.950 -3.056 -1.9 0.8 0.7
H 0.871 0.581 -1.190 0.2 -1.4 -0.5
O -5.371 0.872 2.135 1.6 -2.0 3.6
P -4.302 -0.060 1.514 -1.7 2.6 -7.0
N -3.524 1.237 0.767 1.6 1.5 -0.4
C -3.614 1.770 -0.566 -0.2 0.0 -0.3
C -2.646 2.043 1.612 0.0 -0.3 0.3
N -5.469 -0.821 0.498 -1.6 -0.9 0.3
C -5.545 -0.767 -0.951 0.8 -0.7 -0.1
C -6.851 -0.860 1.005 0.3 0.0 0.4
N -3.073 -1.131 0.800 -1.3 -1.3 2.0
C -2.030 -0.876 -0.174 1.1 0.7 0.6
C -3.330 -2.567 0.937 0.2 -0.2 0.6
H -2.667 1.669 -1.106 0.1 0.0 -0.1
H -3.852 2.839 -0.552 0.0 0.1 0.2
H -4.379 1.323 -1.188 -0.1 -0.2 0.1
H -1.770 1.460 1.909 0.2 0.1 0.1
H -3.167 2.368 2.516 0.0 0.0 0.1
H -2.279 2.946 1.106 -0.2 -0.3 -0.1
H -6.035 0.147 -1.300 0.0 0.1 0.0
H -6.128 -1.610 -1.337 -0.1 0.0 0.1
H -4.570 -0.859 -1.432 0.0 0.2 0.2
H -7.357 0.099 0.856 -0.1 0.1 0.1
H -6.874 -1.105 2.073 0.0 0.3 -0.3
H -7.445 -1.631 0.505 0.3 -0.1 -0.2
H -2.425 -0.770 -1.187 -0.2 0.1 0.0
H -1.298 -1.691 -0.206 -0.3 0.0 0.2
H -1.433 0.005 0.075 -0.2 -0.1 -0.1
H -3.882 -2.961 0.079 0.0 0.0 -0.1
H -3.907 -2.770 1.847 0.0 0.0 -0.3
H -2.399 -3.141 1.032 -0.1 0.2 0.0



6.
66
Properties=species:S:1:pos:R:3:forces:R:3 method="wB97M-V/def2-TZVPD" e_tot_ev=-128993.84378 total_charge=-1 fmax_ev_per_a=7.00 mol_weight_g_mol=665.0 spin_multiplicity=5
Pm -0.214 -0.114 -0.359 0.6 0.5 7.0
Cl 1.809 -0.269 -1.740 2.4 -0.3 -1.5
N 0.165 2.339 -0.489 -2.4 1.9 -1.8
N -0.188 -2.612 -0.005 -1.3 -1.5 -2.6
C -0.854 3.014 -1.013 2.0 -2.3 1.2
C -0.856 -3.293 -0.931 1.6 1.4 1.7
C 1.139 3.313 0.012 0.0 -0.3 0.2
C 0.351 4.624 -0.024 -0.2 0.6 0.0
C 2.330 3.351 -0.934 0.2 0.1 -0.2
C 1.584 2.918 1.415 0.1 0.1 0.2
H 2.020 3.756 -1.906 0.1 -0.1 0.1
H 2.730 2.338 -1.087 -0.1 0.3 0.0
H 3.109 4.006 -0.515 -0.1 -0.2 -0.1
H 0.714 2.760 2.067 0.2 0.0 -0.1
H 2.219 3.720 1.827 -0.1 -0.3 0.0
H 2.177 1.985 1.382 -0.2 0.4 0.0
C 0.768 -3.527 0.649 -0.2 0.2 0.2
C 0.460 -4.881 -0.007 0.2 -0.3 -0.8
C 0.501 -3.541 2.154 0.2 0.2 0.1
C 2.202 -3.101 0.371 0.2 0.1 -0.2
H 2.391 -3.083 -0.711 0.0 0.1 0.2
H 2.888 -3.819 0.844 -0.1 0.2 -0.1
H 2.412 -2.095 0.763 -0.1 -0.3 -0.1
H -0.497 -3.935 2.342 -0.1 0.1 0.1
H 0.576 -2.525 2.583 -0.2 -0.5 -0.3
H 1.239 -4.182 2.653 -0.1 0.0 0.0
O -0.546 -4.610 -1.028 -0.1 0.0 0.3
H 0.058 -5.613 0.692 -0.1 0.0 0.0
H 1.335 -5.316 -0.533 -0.5 0.2 0.3
O -0.828 4.336 -0.846 0.1 0.4 0.0
H 0.890 5.460 -0.509 -0.3 -0.4 0.2
H 0.012 4.943 0.975 -0.1 -0.2 -0.3
C -2.019 2.311 -1.727 1.1 -0.1 1.2
C -1.920 -2.722 -1.863 0.3 0.8 1.7
C -1.511 -1.415 -2.520 1.9 0.9 -2.0
H -2.796 -2.460 -1.205 0.6 -0.5 -0.6
H -2.182 -3.452 -2.601 -0.2 -0.5 -0.2
C -1.641 -0.197 -1.836 -5.6 -0.6 -2.8
C -1.575 1.056 -2.448 1.9 -0.4 -2.4
H -1.674 -0.416 1.444 0.8 -1.6 -0.4
C -0.912 1.126 -3.746 -2.0 -1.0 2.7
C -0.619 -0.113 -4.315 0.4 0.5 -0.3
C -0.598 2.445 -4.356 -0.1 -0.2 0.2
C -0.844 -1.383 -3.814 -2.2 0.6 3.1
H -0.139 -0.072 -5.249 0.8 0.0 -1.4
C -0.466 -2.647 -4.464 0.2 -0.2 -0.7
H -0.129 -2.433 -5.475 0.1 -0.2 -0.2
H -1.311 -3.345 -4.512 0.3 0.1 0.0
H 0.362 -3.112 -3.918 -0.1 -0.1 0.0
H -1.433 3.142 -4.235 0.2 0.0 -0.1
H -0.392 2.304 -5.394 0.2 0.2 -0.9
H 0.294 2.855 -3.881 0.0 0.2 0.1
H -2.454 3.009 -2.414 -0.5 0.4 -0.2
H -2.738 1.999 -0.944 0.2 0.4 -0.3
Se -1.874 1.231 2.196 0.9 0.5 1.1
C -0.994 0.524 3.881 0.0 0.4 -1.2
C -1.827 0.594 5.001 2.9 0.6 3.0
C -1.221 0.729 6.349 -0.5 -1.0 -4.5
C 0.165 0.630 6.430 0.0 0.5 2.9
C 0.983 0.402 5.358 -0.6 -0.7 -3.3
C 0.419 0.291 4.018 -1.5 0.8 2.8
H -2.874 0.696 4.914 -0.9 0.2 -0.3
H -1.879 0.889 7.161 -0.3 0.1 0.9
H 0.618 0.741 7.465 -0.4 -0.1 -1.4
H 2.056 0.295 5.451 0.0 0.0 0.2
H 1.031 0.149 3.156 0.4 0.0 -0.4